Entry from OMol25: C18H52CoN10O11 as an isolated structure at a distorted geometry (the ωB97M-V functional and the def2-TZVPD basis).

Structure (ORCA input):
```
! RIJCOSX wB97M-V def2-TZVPD def2/J DEFGRID3
* xyz -1 5
Co 1.470 1.346 -0.650
O -0.452 1.676 -1.519
C -0.813 0.337 -1.723
C -0.235 -0.839 -0.803
O 1.079 -0.706 -0.241
H -0.372 0.233 -2.714
H -1.889 0.197 -1.830
H -0.334 -1.796 -1.315
H -0.959 -1.038 -0.013
C 2.246 0.387 -3.596
O 2.652 0.959 -2.330
C 3.966 0.537 -1.979
C 4.356 1.459 -0.786
N 3.330 1.203 0.256
C 3.524 2.213 1.365
C 2.148 2.128 2.225
O 1.078 2.138 1.291
C -0.178 2.146 1.983
H 1.474 1.060 -3.969
H 1.707 -0.552 -3.476
H 3.070 0.267 -4.299
H 4.622 0.701 -2.833
H 4.037 -0.520 -1.723
H 4.305 2.430 -1.279
H 5.399 1.300 -0.509
H 3.505 0.270 0.601
H 3.680 3.245 1.052
H 4.345 1.874 1.996
H 2.025 2.855 3.028
H 2.083 1.156 2.713
H -0.945 2.745 1.492
H -0.168 2.570 2.987
H -0.585 1.135 2.018
C -4.455 1.692 -0.244
O -4.811 0.834 0.829
C -3.674 0.424 1.627
C -4.028 -0.702 2.572
N -4.848 -1.735 1.940
C -4.106 -2.705 1.180
C -3.776 -3.951 2.058
O -3.126 -4.897 1.200
C -2.424 -5.841 2.059
H -3.923 2.566 0.132
H -5.319 2.146 -0.729
H -3.795 1.133 -0.908
H -3.373 1.357 2.103
H -2.858 0.124 0.969
H -4.668 -0.439 3.415
H -3.106 -1.114 2.982
H -5.495 -1.285 1.308
H -3.234 -2.250 0.710
H -4.805 -3.016 0.405
H -4.709 -4.337 2.468
H -3.128 -3.572 2.848
H -1.636 -5.502 2.732
H -2.004 -6.648 1.459
H -3.144 -6.313 2.727
C 1.559 4.421 -1.701
O 1.998 3.347 -1.319
N 2.018 5.615 -1.331
N 0.574 4.635 -2.580
H 1.679 6.446 -1.794
H 2.779 5.749 -0.679
H 0.292 5.575 -2.816
H 0.250 3.834 -3.102
C 2.155 -4.435 -0.996
O 2.654 -5.552 -1.072
N 1.868 -3.792 0.074
N 1.764 -3.699 -1.994
H 2.177 -4.178 0.954
H 1.603 -2.821 -0.013
H 1.962 -4.140 -2.881
H 1.274 -2.817 -1.945
C -2.704 3.560 -3.830
O -2.994 4.281 -4.744
N -2.911 2.297 -3.911
N -2.280 3.864 -2.620
H -3.107 1.868 -4.805
H -2.659 1.757 -3.096
H -1.886 3.138 -2.039
H -2.171 4.831 -2.350
C 3.692 -1.697 2.543
O 4.339 -0.876 1.966
N 4.276 -2.667 3.164
N 2.420 -1.804 2.430
H 3.738 -3.350 3.678
H 5.262 -2.606 3.375
H 1.827 -1.429 1.703
H 2.046 -2.609 2.912
O -0.762 -1.720 2.837
H -1.262 -2.514 2.648
H -0.196 -1.605 2.073
*
```

## Properties
Lowest unoccupied orbital energy (spin up / spin down) (eV): 1.849 / 1.818
Max |F| (eV Å⁻¹): 5.8

Entry from OMol25: C18H52FHfN2O12 as an isolated structure at a distorted geometry (the ωB97M-V functional and the def2-TZVPD basis).

Structure (ORCA input):
```
! RIJCOSX wB97M-V def2-TZVPD def2/J DEFGRID3
* xyz 3 1
Hf -3.500 1.759 1.547
F -0.224 1.036 -0.855
C 0.630 -8.286 -0.036
C 1.559 -7.070 -0.185
C 2.996 -7.354 -0.687
O 3.605 -8.012 0.420
C 4.965 -8.123 0.113
N 0.838 -6.194 -1.056
H 0.361 -8.716 -1.001
H -0.267 -7.974 0.499
H 1.027 -9.036 0.649
H 1.523 -6.681 0.833
H 3.533 -6.431 -0.903
H 3.035 -7.955 -1.596
H 5.492 -8.797 0.788
H 5.449 -7.178 0.356
H 5.201 -8.601 -0.839
H 0.867 -6.665 -1.949
H 1.435 -5.380 -1.080
C -0.027 4.904 6.762
C 0.196 5.636 5.492
C 1.323 6.666 5.511
O 1.319 7.370 4.278
C 2.113 8.586 4.489
N 0.330 4.726 4.337
H -0.424 5.593 7.508
H 0.796 4.379 7.247
H -0.909 4.264 6.743
H -0.734 6.188 5.354
H 2.257 6.134 5.694
H 1.061 7.300 6.358
H 1.629 9.459 4.927
H 2.416 8.857 3.478
H 3.024 8.499 5.082
H 0.803 5.386 3.736
H 1.089 4.090 4.534
C 3.680 -2.138 3.880
C 3.379 -3.081 4.992
O 2.000 -3.202 5.371
O 3.600 -0.863 4.347
H 2.887 -2.222 3.137
H 4.634 -2.351 3.397
H 3.958 -2.717 5.841
H 3.762 -4.053 4.680
H 1.498 -2.394 5.239
H 4.504 -0.576 4.495
C -1.808 -0.913 -8.354
C -2.262 -0.583 -6.891
O -3.683 -0.557 -6.762
O -2.062 -2.316 -8.656
H -0.749 -0.690 -8.482
H -2.370 -0.401 -9.135
H -1.737 0.314 -6.563
H -1.883 -1.440 -6.334
H -3.840 -0.057 -5.958
H -3.012 -2.430 -8.738
C -6.242 -3.355 0.742
C -7.453 -2.420 0.974
O -7.066 -1.244 1.663
O -5.079 -2.556 0.539
H -6.497 -3.935 -0.145
H -6.054 -4.107 1.507
H -8.113 -2.938 1.671
H -8.030 -2.308 0.056
H -7.890 -0.928 2.041
H -4.526 -3.176 0.059
C 4.164 0.085 -4.592
C 4.562 1.397 -4.004
O 3.494 2.260 -3.910
O 3.266 -0.571 -3.710
H 5.025 -0.573 -4.709
H 3.667 0.310 -5.535
H 5.342 1.823 -4.635
H 4.979 1.303 -3.001
H 2.853 1.972 -3.256
H 2.800 0.078 -3.177
C -3.118 6.622 -2.558
C -4.309 7.442 -2.932
O -5.518 7.003 -2.374
O -3.134 6.253 -1.166
H -2.171 7.136 -2.720
H -3.105 5.680 -3.105
H -4.366 7.430 -4.021
H -4.083 8.481 -2.695
H -5.462 6.045 -2.367
H -3.217 7.085 -0.695
*
```

## Properties
Lowest unoccupied orbital energy (eV): -13.927
ΔE to the lowest compared entry with this formula, charge and spin (kcal per mole): 399.55
Max |F| (eV Å⁻¹): 3.3

Entry from OMol25: C18H52Li2N12O17 as an isolated structure at a distorted geometry (the ωB97M-V functional and the def2-TZVPD basis).

Structure (ORCA input):
```
! RIJCOSX wB97M-V def2-TZVPD def2/J DEFGRID3
* xyz 0 1
Li -4.920 -0.863 -0.861
Li -1.312 -2.580 -4.044
C 0.433 -0.255 -0.816
C 0.196 0.674 0.182
C -1.239 1.110 0.447
O -1.531 1.985 1.299
C -2.341 0.434 -0.078
C -2.143 -0.618 -0.993
C -0.668 -0.883 -1.473
O -0.404 -1.575 -2.496
O -3.115 -1.203 -1.544
O 1.173 1.074 0.881
H 1.415 -0.686 -0.907
H -3.348 0.707 0.180
O -5.603 0.884 -0.176
H -6.422 0.724 0.316
H -5.081 1.457 0.412
O 2.899 0.120 3.415
H 3.586 0.798 3.418
H 2.376 0.306 2.616
O 2.446 2.551 -1.901
H 2.003 2.355 -1.067
H 3.325 2.176 -1.794
O -2.443 -3.641 -2.707
H -3.021 -4.334 -2.373
H -2.844 -2.803 -2.386
O 0.442 1.884 3.870
H 1.308 1.470 3.794
H 0.150 1.938 2.954
C -4.102 1.641 -4.014
O -3.312 1.004 -4.713
N -3.956 1.840 -2.684
N -5.194 2.240 -4.560
H -4.627 2.302 -2.106
H -3.162 1.355 -2.296
H -5.821 2.762 -3.978
H -5.461 2.008 -5.498
C 0.442 -5.307 -0.908
O -0.672 -5.857 -0.927
N 1.519 -5.933 -0.390
N 0.681 -4.074 -1.412
H 1.476 -6.804 0.102
H 2.437 -5.524 -0.459
H -0.109 -3.584 -1.780
H 1.604 -3.666 -1.279
C 2.845 -1.190 -4.095
O 3.800 -1.149 -4.871
N 2.564 -0.278 -3.147
N 1.928 -2.203 -4.020
H 3.269 0.399 -2.919
H 1.842 -0.515 -2.507
H 1.122 -2.133 -3.424
H 2.025 -3.016 -4.603
C -0.737 4.963 -1.083
O -0.170 6.014 -1.368
N -0.773 3.835 -1.865
N -1.347 4.843 0.131
H -0.193 3.829 -2.688
H -0.726 3.038 -1.248
H -1.069 5.610 0.723
H -1.614 4.017 0.643
C -4.859 2.654 2.931
O -6.052 2.788 3.196
N -4.245 3.378 1.931
N -4.022 1.800 3.588
H -4.716 4.146 1.497
H -3.389 2.900 1.708
H -3.106 1.655 3.189
H -4.350 1.351 4.420
C 3.262 -2.771 0.923
O 3.108 -3.270 -0.199
N 2.397 -1.869 1.430
N 4.280 -3.087 1.778
H 2.566 -1.411 2.308
H 1.515 -1.701 0.974
H 4.477 -2.549 2.598
H 5.036 -3.500 1.246
C 5.641 1.112 1.571
C 4.754 1.800 0.531
C 5.605 2.551 -0.477
O 4.005 0.820 -0.181
H 5.164 0.237 2.028
H 5.769 1.670 2.510
H 6.667 0.858 1.308
H 4.034 2.502 0.966
H 5.054 3.356 -0.959
H 6.002 1.808 -1.174
H 6.509 2.972 -0.035
H 3.351 0.472 0.440
C -0.597 -3.051 2.222
C -0.838 -1.757 2.978
C -2.299 -1.387 3.097
O -0.414 -2.049 4.334
H -1.044 -2.999 1.225
H -0.780 -3.958 2.791
H 0.465 -3.093 1.959
H -0.291 -0.894 2.586
H -2.947 -2.158 3.515
H -2.676 -1.413 2.061
H -2.493 -0.376 3.442
H -0.366 -1.215 4.816
*
```

## Properties
Lowest unoccupied orbital energy (eV): -1.694
Max |F| (eV Å⁻¹): 3.4

Entry from OMol25: C18H53B3OPRb as an isolated structure at a distorted geometry (the ωB97M-V functional and the def2-TZVPD basis).

Structure (ORCA input):
```
! RIJCOSX wB97M-V def2-TZVPD def2/J DEFGRID3
* xyz -2 1
Rb -2.040 -3.026 0.013
C -4.284 -0.231 -0.491
C -3.493 0.216 0.776
C -2.434 1.320 0.597
C -1.373 0.759 -0.347
P 0.344 1.359 -0.418
C 0.912 2.053 1.184
C 2.381 2.533 1.279
C 2.756 3.067 2.658
C 2.593 2.097 3.837
C 1.309 -0.047 -1.032
C 2.724 0.283 -1.602
C 3.591 -1.003 -1.858
C 3.942 -1.775 -0.590
C 0.434 2.713 -1.624
C -0.448 3.917 -1.363
C -1.786 3.862 -2.116
C -2.523 5.182 -1.837
H -4.807 0.596 -0.972
H -4.988 -1.049 -0.332
H -3.585 -0.724 -1.165
H -3.015 -0.653 1.218
H -4.166 0.557 1.567
H -2.163 1.570 1.623
H -2.898 2.221 0.181
H -1.723 0.868 -1.373
H -1.234 -0.283 -0.030
H 0.777 1.286 1.951
H 0.322 2.942 1.418
H 2.572 3.212 0.443
H 3.081 1.730 1.029
H 2.166 3.959 2.885
H 3.781 3.424 2.519
H 1.513 2.072 4.000
H 3.132 2.386 4.736
H 2.841 1.056 3.618
H 0.845 -0.514 -1.906
H 1.323 -0.673 -0.134
H 3.287 0.941 -0.934
H 2.677 0.832 -2.544
H 4.515 -0.635 -2.315
H 3.134 -1.627 -2.626
H 4.456 -1.117 0.117
H 4.748 -2.508 -0.697
H 3.082 -2.336 -0.228
H 0.246 2.250 -2.596
H 1.474 3.040 -1.716
H 0.045 4.775 -1.826
H -0.633 4.183 -0.321
H -2.438 3.004 -1.962
H -1.566 3.900 -3.187
H -3.009 5.120 -0.862
H -3.309 5.295 -2.587
H -1.911 6.081 -1.900
B 0.011 -6.615 0.283
H -0.812 -7.384 0.043
H -0.442 -5.553 0.314
H 0.635 -6.817 1.234
H 0.748 -6.613 -0.605
B -2.928 -5.073 -1.827
H -3.479 -5.841 -2.490
H -3.628 -4.214 -1.652
H -2.625 -5.553 -0.869
H -1.987 -4.786 -2.352
B -0.162 -2.163 -2.274
H 0.353 -2.842 -1.545
H -0.882 -2.727 -2.923
H -0.794 -1.414 -1.721
H 0.624 -1.528 -2.841
C 1.108 -1.215 3.884
C -0.065 -1.142 2.927
O 0.043 -1.873 1.772
H 1.350 -2.255 4.108
H 0.963 -0.652 4.814
H 2.000 -0.764 3.431
H -0.232 -0.084 2.610
H -0.978 -1.355 3.522
*
```

## Properties
Lowest unoccupied orbital energy (eV): 3.294
Max |F| (eV Å⁻¹): 3.2

Entry from OMol25: a 15-piece molecular cluster, C18H53BrN14O30PS2 overall at a distorted geometry (the ωB97M-V functional and the def2-TZVPD basis).

Structure (ORCA input):
```
! RIJCOSX wB97M-V def2-TZVPD def2/J DEFGRID3
* xyz 1 1
C 1.347 1.666 1.318
C 0.459 2.778 0.722
C 1.317 3.934 0.218
C 2.082 4.718 1.279
S 0.154 4.992 -0.731
Br 1.308 6.684 -1.403
P -1.361 5.804 0.655
O -2.591 4.935 0.233
O -1.050 5.264 2.099
S -1.562 7.673 0.439
H 1.271 0.766 0.715
H 2.389 1.957 1.382
H 0.982 1.404 2.303
H -0.286 3.099 1.445
H -0.076 2.355 -0.125
H 2.008 3.546 -0.527
H 3.001 5.120 0.860
H 1.533 5.576 1.657
H 2.355 4.068 2.102
H -2.656 4.075 0.696
H -0.463 5.860 2.587
C -1.429 2.943 -4.193
N -0.563 2.016 -3.413
O -0.677 1.999 -2.195
O 0.193 1.314 -4.034
H -2.055 3.492 -3.502
H -0.774 3.600 -4.758
H -2.022 2.329 -4.865
C -1.995 -1.202 -2.289
N -3.044 -1.029 -3.327
O -2.830 -0.237 -4.229
O -4.058 -1.684 -3.227
H -1.162 -0.559 -2.543
H -2.439 -0.924 -1.338
H -1.693 -2.245 -2.282
C 0.890 -0.817 5.804
N 1.299 -0.303 4.471
O 2.098 0.616 4.430
O 0.829 -0.846 3.497
H 1.409 -0.237 6.558
H -0.187 -0.707 5.890
H 1.182 -1.863 5.832
C 4.614 -4.369 5.720
N 3.399 -3.559 5.461
O 3.269 -3.052 4.366
O 2.567 -3.433 6.343
H 5.204 -4.352 4.812
H 5.146 -3.912 6.547
H 4.301 -5.379 5.967
C -0.929 -2.828 -5.971
N -0.111 -3.828 -5.233
O -0.255 -3.888 -4.024
O 0.636 -4.516 -5.879
H -1.547 -2.302 -5.257
H -0.247 -2.150 -6.467
H -1.532 -3.367 -6.696
C 3.628 -1.434 9.077
N 5.087 -1.724 9.047
O 5.547 -2.232 8.043
O 5.721 -1.440 10.035
H 3.199 -1.756 8.136
H 3.209 -1.986 9.912
H 3.518 -0.366 9.236
C 4.475 -2.265 1.274
N 5.455 -3.388 1.326
O 5.780 -3.791 2.421
O 5.853 -3.824 0.268
H 4.212 -1.999 2.291
H 4.954 -1.444 0.749
H 3.611 -2.613 0.719
C -4.270 5.372 3.038
N -4.289 3.901 3.239
O -4.779 3.445 4.235
O -3.758 3.248 2.347
H -4.733 5.885 3.871
H -3.220 5.617 2.943
H -4.799 5.567 2.110
C 2.574 -2.991 -2.125
N 1.830 -2.081 -1.214
O 0.627 -2.208 -1.155
O 2.472 -1.263 -0.584
H 1.853 -3.639 -2.611
H 3.095 -2.373 -2.849
H 3.276 -3.559 -1.523
C -6.062 -4.240 -2.978
N -6.642 -5.350 -3.784
O -7.839 -5.523 -3.736
O -5.860 -6.006 -4.440
H -6.868 -3.744 -2.451
H -5.346 -4.679 -2.291
H -5.563 -3.569 -3.666
C 4.459 -8.727 3.659
N 4.036 -8.062 4.921
O 2.893 -8.198 5.290
O 4.882 -7.409 5.504
H 3.609 -9.263 3.257
H 4.802 -7.949 2.984
H 5.276 -9.398 3.907
C -6.394 0.348 -4.131
N -7.417 0.592 -5.184
O -7.157 1.404 -6.047
O -8.443 -0.044 -5.102
H -5.537 0.977 -4.339
H -6.852 0.593 -3.177
H -6.126 -0.700 -4.166
C 2.818 -0.244 -6.889
N 2.538 -1.634 -6.432
O 1.949 -1.775 -5.372
O 2.913 -2.531 -7.142
H 2.421 0.443 -6.152
H 3.894 -0.150 -6.991
H 2.337 -0.121 -7.855
C -3.400 9.550 -1.935
N -3.618 10.346 -3.176
O -2.796 10.233 -4.062
O -4.603 11.045 -3.209
H -2.488 8.983 -2.058
H -3.329 10.250 -1.108
H -4.261 8.901 -1.808
*
```

## Properties
Lowest unoccupied orbital energy (eV): -5.035
Max |F| (eV Å⁻¹): 1.9

> Look up the max |F| of the third one.

3.4 eV Å⁻¹

> max |F| of number 3 (C18H52Li2N12O17)?

3.4 eV Å⁻¹